Entry 1:
DFT (ωB97M-V with the def2-TZVPD basis set) results for a cluster of 2 separate species, C6H4BF9NO9S in total at a distorted geometry.

## Properties
total charge = -1
Kohn-Sham gap = 4.47 eV
multiplicity = 1
LUMO energy = 0.14 eV
calculated total energy = -62163.615 eV
highest occupied orbital energy = -4.33 eV

The geometry in XYZ format:
```
31
C6H4BF9NO9S ωB97M-V with the def2-TZVPD basis set
C 3.054 -0.857 0.794
B 2.612 -1.472 -0.666
O 2.920 -2.916 -0.911
O 1.899 -0.749 -1.739
C 1.339 0.542 -1.229
O 1.843 1.651 -1.835
O 0.297 0.648 -0.196
S -0.896 1.828 -0.647
O -0.266 3.208 -0.265
O -1.255 1.712 -2.148
C -2.398 1.470 0.414
F -3.226 2.730 0.434
F -2.031 1.226 1.857
C -3.399 0.298 -0.192
F -4.570 0.252 0.762
F -4.013 0.691 -1.515
C -2.677 -1.158 -0.407
F -1.844 -1.512 0.803
F -1.727 -1.192 -1.582
C -3.703 -2.419 -0.627
F -5.087 -2.044 -0.998
F -3.621 -3.327 0.568
F -3.179 -3.241 -1.782
H 2.087 -0.583 1.400
H 3.658 -1.677 1.373
H 3.650 0.134 0.601
H 2.079 -3.333 -1.311
N 4.613 2.522 2.261
O 5.225 2.910 3.270
O 4.218 3.346 1.419
O 4.395 1.311 2.094
```

=====

Entry 2:
DFT (ωB97M-V with the def2-TZVPD basis set) results for a structure of composition C6H4BiCl2N2O3Yb at a distorted geometry.

## Properties
total charge = +4
Kohn-Sham gap (alpha / beta) = 4.77 / 4.77 eV
multiplicity = 2
LUMO energy (alpha / beta) = -17.56 / -17.56 eV
calculated total energy = -77773.969 eV
highest occupied orbital energy (alpha / beta) = -22.33 / -22.33 eV

The geometry in XYZ format:
```
19
C6H4BiCl2N2O3Yb ωB97M-V with the def2-TZVPD basis set
Bi -1.281 -0.748 -4.020
Yb 1.239 0.977 0.302
Cl -0.264 -2.501 -2.439
Cl -0.258 2.740 -0.584
C 2.482 2.993 0.670
C 0.713 -1.435 -5.039
C 0.200 1.054 -3.586
O 2.841 4.101 0.738
O 1.845 -1.662 -4.942
O 1.340 1.323 -3.513
N -0.291 -1.614 1.894
C -1.226 -1.653 2.902
C -1.630 -0.311 3.145
C -0.898 0.464 2.222
N -0.110 -0.310 1.448
H 0.179 -2.410 1.506
H -1.573 -2.539 3.346
H -2.354 -0.035 3.821
H -0.955 1.565 2.129
```

=====

Entry 3:
DFT (ωB97M-V with the def2-TZVPD basis set) results for the ion C6H4BrClN3O2S with charge +1 at a distorted geometry.

## Properties
total charge = +1
Kohn-Sham gap = 8.87 eV
SMILES string = O=C1ON=C(Br)S[C@@H]2[NH+]=CNC(Cl)=C12
multiplicity = 1
LUMO energy = -4.72 eV
energy relative to the best compared isomer or geometry (same formula, charge and spin) = 0.0 kcal/mol
calculated total energy = -108242.827 eV
highest occupied orbital energy = -13.59 eV

The geometry in XYZ format:
```
18
C6H4BrClN3O2S ωB97M-V with the def2-TZVPD basis set
O -1.064 -1.293 2.807
C -1.145 -0.629 1.833
O -2.202 0.173 1.580
N -2.328 0.894 0.419
C -1.494 1.736 -0.003
Br -1.926 2.638 -1.580
S 0.103 2.184 0.707
C 0.917 0.477 0.791
N 1.846 0.384 -0.325
C 1.631 -0.347 -1.388
N 0.636 -1.203 -1.461
C -0.264 -1.355 -0.384
Cl -1.470 -2.544 -0.603
C -0.118 -0.591 0.708
H 1.464 0.477 1.738
H 2.628 1.031 -0.311
H 2.301 -0.262 -2.237
H 0.484 -1.770 -2.289
```

=====

Entry 4:
DFT (ωB97M-V with the def2-TZVPD basis set) results for an isolated molecule of C6H4BrF2I at a distorted geometry.

## Properties
Kohn-Sham gap = 8.74 eV
SMILES string = FC1=C[C@H](I)[C@H](F)C(Br)=C1
multiplicity = 1
LUMO energy = -0.33 eV
energy relative to the best compared isomer or geometry (same formula, charge and spin) = 23.5 kcal/mol
calculated total energy = -89862.870 eV
highest occupied orbital energy = -9.07 eV

The geometry in XYZ format:
```
14
C6H4BrF2I ωB97M-V with the def2-TZVPD basis set
F -1.323 -1.082 2.367
C -0.858 -0.610 1.123
C -1.429 0.334 0.374
C -0.690 0.694 -0.836
I -1.071 -0.667 -2.401
C 0.759 0.810 -0.610
F 1.225 0.760 -1.902
C 1.306 -0.321 0.216
Br 3.098 -1.068 -0.119
C 0.481 -1.146 0.884
H -2.225 0.938 0.668
H -1.037 1.653 -1.137
H 0.972 1.714 -0.010
H 0.793 -2.006 1.383
```

=====

Entry 5:
DFT (ωB97M-V with the def2-TZVPD basis set) results for a cluster of 2 separate species, C6H4BrF2N2O2 in total at a distorted geometry.

## Properties
total charge = -1
Kohn-Sham gap (alpha / beta) = 4.93 / 4.90 eV
multiplicity = 1
LUMO energy (alpha / beta) = 0.81 / 0.78 eV
energy relative to the best compared isomer or geometry (same formula, charge and spin) = 6.9 kcal/mol
calculated total energy = -88836.126 eV
highest occupied orbital energy (alpha / beta) = -4.12 / -4.12 eV

The geometry in XYZ format:
```
17
C6H4BrF2N2O2 ωB97M-V with the def2-TZVPD basis set
C 1.340 0.477 -1.031
C 1.396 1.197 0.095
C 0.251 -0.212 -1.672
C 0.194 1.742 0.594
C -0.872 -0.726 0.421
C -0.823 -0.579 -0.958
N -1.880 -1.363 0.928
N -3.003 -1.186 1.329
O -0.898 1.685 0.239
O -3.879 -1.922 1.654
F 0.463 2.370 1.904
F -1.915 -1.012 -1.661
Br 4.699 -0.867 0.830
H 2.398 0.156 -1.224
H 2.310 1.501 0.452
H 0.155 -0.403 -2.840
H 0.065 -0.858 0.939
```

=====

Entry 6:
DFT (ωB97M-V with the def2-TZVPD basis set) results for a structure of composition C6H4Cl2MnN2O3Rh at a distorted geometry.

## Properties
total charge = +4
Kohn-Sham gap (alpha / beta) = 4.99 / 2.97 eV
multiplicity = 9
LUMO energy (alpha / beta) = -16.50 / -18.96 eV
energy relative to the best compared isomer or geometry (same formula, charge and spin) = 0.0 kcal/mol
calculated total energy = -74731.558 eV
highest occupied orbital energy (alpha / beta) = -21.49 / -21.93 eV

The geometry in XYZ format:
```
19
C6H4Cl2MnN2O3Rh ωB97M-V with the def2-TZVPD basis set
Rh 5.078 1.953 0.028
Mn -1.366 -0.057 1.528
Cl 4.446 0.323 -1.483
Cl -0.889 2.021 0.936
C -2.207 -0.918 3.060
C 6.721 1.765 -0.797
C 5.658 3.262 1.121
O -2.815 -1.179 4.040
O 7.707 1.577 -1.381
O 6.102 4.144 1.738
N -3.036 -2.222 -1.531
C -3.960 -1.174 -1.503
C -3.619 -0.338 -0.481
N -2.427 -0.853 0.088
C -2.175 -2.043 -0.520
H -3.052 -3.017 -2.186
H -4.760 -1.154 -2.227
H -4.052 0.607 -0.154
H -1.352 -2.695 -0.275
```

=====

Entry 7:
DFT (ωB97M-V with the def2-TZVPD basis set) results for a structure of composition C6H4Cl2N2O3TlYb at a distorted geometry.

## Properties
total charge = +4
Kohn-Sham gap (alpha / beta) = 3.99 / 4.00 eV
multiplicity = 2
LUMO energy (alpha / beta) = -18.62 / -18.61 eV
calculated total energy = -76625.129 eV
highest occupied orbital energy (alpha / beta) = -22.61 / -22.61 eV

The geometry in XYZ format:
```
19
C6H4Cl2N2O3TlYb ωB97M-V with the def2-TZVPD basis set
Tl -0.082 -2.940 -1.168
Yb -0.862 -0.243 -0.071
Cl 1.183 -0.696 -1.296
Cl -0.637 -2.513 1.301
C -2.821 -0.096 1.203
C 0.262 -3.158 -3.147
C -1.106 -4.670 -1.126
O -3.786 0.016 1.807
O 0.458 -3.322 -4.292
O -1.684 -5.690 -1.129
N 1.395 2.925 1.671
C 1.383 3.332 0.378
C 0.662 2.447 -0.310
N 0.224 1.490 0.602
C 0.700 1.809 1.781
H 1.879 3.420 2.464
H 1.896 4.262 -0.010
H 0.410 2.398 -1.383
H 0.528 1.228 2.725
```